Density functional theory data (wB97M-V/def2-TZVPD) for a cluster of 14 separate species, C84H197N17O20 in total.

The geometry in ORCA input format:
```
! RIJCOSX wB97M-V def2-TZVPD def2/J DEFGRID3
* xyz 0 1
C 7.1710 2.0424 -2.0869
O 6.7754 1.4426 -0.8232
C 7.6630 1.7319 0.3294
C 6.7465 1.8053 1.5347
N 5.7798 0.6356 1.5743
C 5.2862 0.2004 2.9129
C 4.3626 1.2205 3.6250
O 5.0033 2.4643 4.0729
C 5.7047 2.4065 5.2870
H 6.3323 1.8312 -2.7746
H 8.2242 1.7004 -2.3837
H 7.3084 3.1366 -1.9627
H 8.2425 2.7119 0.0971
H 8.3184 0.8631 0.4992
H 6.2747 2.8641 1.4608
H 7.4041 1.7755 2.3506
H 4.9346 0.7425 1.0135
H 6.0905 0.0960 3.6771
H 4.7339 -0.7217 2.6613
H 3.9707 0.8477 4.5665
H 3.5862 1.5715 2.9839
H 5.1004 2.3027 6.2195
H 6.3015 3.3361 5.4244
H 6.4660 1.5672 5.2413
C 0.3087 8.4238 1.6904
O 1.4397 8.1692 0.8089
C 2.6695 8.6072 1.4053
C 3.8199 8.1806 0.5011
N 3.7062 6.7758 0.2144
C 4.0221 5.8974 1.2921
C 3.6554 4.4734 0.9772
O 2.3574 4.3265 0.3843
C 1.2525 4.7322 1.2386
H -0.5115 8.0377 1.1514
H 0.1740 9.4709 1.8259
H 0.4169 7.9276 2.6602
H 2.8846 8.2942 2.4276
H 2.6779 9.7260 1.5406
H 4.7653 8.4305 0.9988
H 3.7499 8.7624 -0.3690
H 2.7974 6.5297 -0.0498
H 3.4709 6.1908 2.2259
H 5.0563 5.9572 1.6512
H 3.7135 3.9191 1.8902
H 4.3946 3.9596 0.2904
H 0.3819 4.5405 0.5771
H 1.2858 5.8277 1.4094
H 1.2034 4.1235 2.1290
C 8.2570 -5.8316 0.0300
O 7.3436 -5.3261 0.9964
C 6.7339 -6.3219 1.7292
C 5.4075 -5.8557 2.1830
N 5.6075 -4.7569 3.1306
C 4.4488 -3.8592 3.1829
C 3.1151 -4.4153 3.8165
O 3.1523 -5.1846 5.0458
C 3.7210 -4.3957 6.0762
H 9.0219 -6.4844 0.4545
H 8.7521 -5.0884 -0.5485
H 7.7595 -6.4635 -0.6582
H 7.3437 -6.6361 2.4920
H 6.7613 -7.2510 1.0895
H 4.7867 -6.6942 2.6117
H 4.9072 -5.4929 1.2860
H 6.4192 -4.2430 2.8337
H 4.1510 -3.5265 2.1919
H 4.7446 -2.9914 3.6989
H 2.6354 -5.0162 3.0483
H 2.4538 -3.5882 3.9701
H 4.8228 -4.5232 6.0297
H 3.3415 -4.6874 7.0906
H 3.3890 -3.3025 6.0919
C 5.6000 6.9049 6.0478
O 4.4057 6.1417 6.2050
C 3.2405 6.6419 5.6191
C 2.0648 5.7371 5.9736
N 2.0287 4.4230 5.3554
C 0.9520 3.6394 5.8276
C 1.0635 2.2074 5.3613
O 2.2127 1.4635 5.7270
C 2.2883 1.4304 7.1302
H 5.6198 7.8441 6.6002
H 5.7201 7.0969 4.9378
H 6.3438 6.2548 6.4245
H 3.3638 6.6098 4.4935
H 3.1300 7.6947 5.9085
H 1.1807 6.2919 5.5985
H 1.9701 5.6343 7.0984
H 2.9506 3.9453 5.4218
H 0.0563 4.0730 5.5075
H 0.8063 3.6398 6.9531
H 1.0542 2.3047 4.2483
H 0.1892 1.6710 5.7253
H 1.4754 0.8128 7.5145
H 2.2467 2.3927 7.6347
H 3.2112 0.9189 7.3054
C -2.0004 2.3429 -6.4684
O -3.1577 1.7610 -5.8110
C -3.1127 1.5171 -4.4296
C -4.5517 1.5528 -3.9699
N -4.7346 1.3718 -2.4992
C -4.3605 0.0502 -1.9732
C -5.5445 -0.9325 -1.7691
O -5.1776 -2.2229 -1.1975
C -6.2133 -2.9873 -0.6054
H -1.0671 1.9221 -6.1121
H -2.0817 3.4337 -6.3701
H -2.0463 1.9267 -7.5121
H -2.5740 2.2848 -3.9084
H -2.6632 0.5912 -4.1236
H -5.1129 0.7457 -4.5090
H -4.9751 2.5290 -4.2865
H -4.2920 2.1154 -1.9356
H -4.1283 0.2356 -0.8975
H -3.5147 -0.4441 -2.4923
H -6.0230 -1.0961 -2.7372
H -6.2349 -0.4165 -1.1355
H -7.1336 -2.9304 -1.1617
H -6.3610 -2.5637 0.3578
H -5.9700 -4.0202 -0.5652
C -1.1535 11.2465 -7.2445
O -2.1249 10.6021 -6.3845
C -1.7642 9.3191 -6.0888
C -2.7549 8.8107 -5.0358
N -2.3764 7.4454 -4.7704
C -3.1107 6.6962 -3.7760
C -2.5364 5.3059 -3.5314
O -3.2387 4.5509 -2.5872
C -2.9206 4.6878 -1.2095
H -1.6427 12.1378 -7.6228
H -0.9616 10.5485 -8.1404
H -0.2501 11.3920 -6.6601
H -0.7273 9.2800 -5.6183
H -1.7538 8.6573 -6.9440
H -3.8116 8.8771 -5.3254
H -2.5349 9.3910 -4.1418
H -2.2055 6.8949 -5.6173
H -4.2411 6.6120 -3.8401
H -3.0192 7.4223 -2.9209
H -1.5068 5.3557 -3.1762
H -2.5810 4.6903 -4.5019
H -3.3177 3.7366 -0.7727
H -3.3986 5.5705 -0.7735
H -1.8802 4.7604 -1.0413
C 2.0774 -2.3982 -2.7400
O 2.7083 -1.3176 -2.6116
N 0.8329 -2.3215 -3.4351
N 2.4742 -3.5322 -2.1467
H 0.2495 -3.0960 -3.6565
H 0.4892 -1.3876 -3.5682
H 3.3364 -3.5854 -1.5518
H 1.8601 -4.2683 -2.1240
C 5.2613 -2.6299 -0.2837
O 4.7180 -3.7172 -0.5858
N 4.6419 -1.4721 -0.5485
N 6.4567 -2.5467 0.3824
H 4.0476 -1.4508 -1.3849
H 5.2419 -0.6439 -0.5478
H 6.8870 -3.3840 0.7238
H 6.7908 -1.6703 0.7730
C -2.3615 4.3863 2.6949
O -2.2009 5.1792 1.7740
N -3.2561 4.6580 3.6860
N -1.5950 3.2645 2.7693
H -4.0142 5.2417 3.3217
H -3.5783 3.8255 4.1827
H -1.1919 3.0303 1.8305
H -1.6938 2.5166 3.4291
C -1.8157 -6.4861 -1.8568
C -3.3108 -6.3558 -1.6237
C -4.0238 -7.6950 -1.3299
C -3.7489 -8.2175 0.0671
C -4.0554 -7.2271 1.1451
C -3.5329 -5.7796 0.9263
N -3.6366 -5.4457 -0.4802
O -3.0803 -4.2004 -0.6668
C -4.5755 -4.8810 1.6557
C -2.0901 -5.5528 1.5053
C -3.9164 -5.7517 -2.8950
H -1.4058 -5.5303 -2.1385
H -1.5704 -7.0839 -2.7892
H -1.3571 -6.9235 -0.9917
H -5.1102 -7.4981 -1.4369
H -3.7109 -8.4438 -2.0465
H -2.7227 -8.5484 0.2019
H -4.4289 -9.0916 0.2015
H -3.5447 -7.5402 2.0541
H -5.1768 -7.0912 1.4020
H -5.5538 -5.0605 1.2916
H -4.6103 -5.3151 2.6693
H -4.3687 -3.8416 1.5873
H -2.0464 -5.8567 2.5889
H -1.3170 -6.0259 0.8937
H -1.9636 -4.4745 1.4933
H -3.5033 -4.7649 -3.1650
H -4.9786 -5.7413 -2.8014
H -3.7248 -6.3299 -3.8035
H -3.7720 -3.6365 -1.0979
C 2.7625 2.1613 -2.1428
C 1.7858 2.8023 -3.1277
C 2.2850 4.0707 -3.7702
C 3.5004 3.7475 -4.6649
C 3.0518 2.7653 -5.8654
C 2.4198 1.4907 -5.3117
N 1.4448 1.8559 -4.2442
O 1.0007 0.6461 -3.7125
C 1.6037 0.7389 -6.3978
C 3.6176 0.5727 -4.9179
C 0.5044 3.1420 -2.4462
H 2.4058 1.2036 -1.7109
H 2.9358 2.8193 -1.2722
H 3.7695 2.0514 -2.6042
H 1.5424 4.5111 -4.3837
H 2.4471 4.7532 -2.9347
H 4.2788 3.2494 -4.0926
H 4.0114 4.5897 -5.1220
H 3.8336 2.5532 -6.5693
H 2.2958 3.3234 -6.4126
H 2.2223 0.3552 -7.2697
H 1.0392 -0.1147 -6.0258
H 0.8616 1.4365 -6.8106
H 4.3362 0.9470 -4.2223
H 3.3400 -0.3936 -4.4614
H 4.0585 0.3135 -5.8676
H -0.0139 3.7517 -3.1655
H 0.7752 3.7259 -1.5020
H -0.1054 2.3193 -2.0278
H 1.7502 0.3064 -3.1231
C 0.2854 -7.4381 5.9401
C -0.6400 -6.2234 6.4317
C -1.2998 -5.6289 5.2456
C -2.5392 -4.7246 5.6292
C -3.5129 -5.5791 6.4324
C -2.8830 -6.2375 7.6362
N -1.6776 -6.8306 7.2671
O -1.1019 -7.5298 8.3457
C -2.7452 -5.2806 8.8221
C -3.9089 -7.3058 7.9379
C 0.1957 -5.2401 7.1765
H 1.0029 -7.5324 6.7181
H 0.7371 -7.1914 4.9714
H -0.3405 -8.3305 5.8768
H -0.5552 -5.0561 4.7035
H -1.6079 -6.3905 4.5487
H -3.0754 -4.2638 4.7382
H -2.2044 -3.9642 6.3047
H -3.9711 -6.3342 5.7552
H -4.3346 -4.9557 6.8229
H -3.5792 -5.2269 9.4850
H -2.0210 -5.6971 9.5401
H -2.3562 -4.3374 8.5081
H -3.5155 -8.0245 8.6454
H -4.7850 -6.7437 8.2459
H -4.1027 -7.8846 7.0573
H -0.2997 -4.2903 7.3526
H 1.1381 -5.0554 6.6713
H 0.4356 -5.5729 8.1802
H -1.1932 -8.5502 8.2024
C -6.5760 -0.5924 -9.3922
C -6.6958 -0.3231 -7.8687
C -7.6343 -1.2764 -7.1531
C -7.0466 -2.6806 -6.8828
C -5.7530 -2.5547 -6.2125
C -4.7336 -1.7405 -7.0752
N -5.3887 -0.3755 -7.1451
O -4.5145 0.5400 -7.8600
C -3.4353 -1.5536 -6.3151
C -4.3640 -2.3697 -8.3970
C -7.3081 1.0705 -7.6800
H -7.2661 0.0598 -9.9542
H -6.8231 -1.6341 -9.7935
H -5.6322 -0.3335 -9.7714
H -7.9353 -0.8570 -6.1633
H -8.5376 -1.4735 -7.7443
H -7.0459 -3.2928 -7.7915
H -7.8257 -3.2471 -6.2177
H -5.2996 -3.5281 -6.0271
H -5.7971 -1.9240 -5.2500
H -2.9586 -2.5019 -6.0695
H -2.7831 -0.9095 -6.9090
H -3.5936 -1.0239 -5.3516
H -3.6031 -1.8108 -8.9257
H -3.9553 -3.3438 -8.1766
H -5.1766 -2.5312 -9.1131
H -8.4202 1.0322 -7.7494
H -6.8482 1.6818 -8.4412
H -7.1074 1.4479 -6.6613
H -4.0458 1.0248 -7.0942
C 1.5910 -0.8648 1.7807
C 0.3989 -0.1006 1.2560
C -0.0595 -0.6259 -0.1723
C -0.8099 -1.8966 -0.1988
C -1.9497 -1.8222 0.7876
C -1.6046 -1.4822 2.2126
N -0.8521 -0.1837 2.0838
O -0.5489 0.3378 3.3451
C -2.9154 -1.1424 2.8978
C -0.9622 -2.6230 3.0339
C 0.6500 1.3875 1.1013
H 2.4598 -0.5572 1.2032
H 1.4400 -1.9432 1.5470
H 1.8603 -0.6133 2.7913
H -0.6498 0.1944 -0.6020
H 0.9252 -0.5817 -0.7143
H -0.0960 -2.7135 0.0086
H -1.2280 -2.0962 -1.1849
H -2.5830 -2.6443 0.7791
H -2.5053 -0.9244 0.4989
H -3.6690 -1.8184 2.5149
H -2.9580 -1.3577 3.9860
H -3.1636 -0.1150 2.8744
H -1.7067 -3.3059 3.3820
H -0.3560 -3.1299 2.2624
H -0.4515 -2.2771 3.8949
H 1.4052 1.4365 0.3707
H 0.9653 1.9179 2.0200
H -0.1903 1.8947 0.6178
H -0.0472 -0.3463 3.8269
*
```

Results
M = 1765.60 u
Total energy = -5753.863221 Eh
LUMO energy = 0.330 eV
Frontier orbital gap = 8.390 eV

These are the Mulliken partial charges, in e, on atoms 1 to 8: atom 1 (C): -0.6519, atom 2 (O): 0.0247, atom 3 (C): -0.8474, atom 4 (C): -0.1317, atom 5 (N): 0.9649, atom 6 (C): -1.0520, atom 7 (C): 0.6443, atom 8 (O): -0.1444